[1]
Here is 2 unconnected molecules or ions with the total composition C8H7F3N2O4 from OMol25. Energies are from wB97M-V/def2-TZVPD.

```
24
Properties=species:S:1:pos:R:3:forces:R:3:nbo_charge:R:1
C 2.0222 1.0745 -0.3065 0.8655 -0.3769 -0.8427 -0.67
C 1.5244 -0.4855 -0.5777 2.9098 0.5833 0.0403 -0.15
O 0.2332 -0.8272 0.0171 -1.7212 2.1695 -2.2789 -0.44
C -0.8857 -0.0278 -0.4733 -0.5327 -0.5829 0.6637 0.16
C -0.8207 0.4330 -2.0409 2.8378 3.8489 -8.1698 0.27
N -0.5512 0.9220 -3.2270 -2.6799 -4.6942 11.0886 -0.34
C -1.2652 1.2769 0.5027 -0.1996 1.4550 -0.2313 -0.50
C -1.8543 2.5305 -0.4346 -1.8874 6.6869 -5.3267 0.28
N -2.1838 3.5303 -1.2262 3.0190 -9.4643 7.6311 -0.39
C -2.2312 -1.0175 -0.3560 0.5790 -2.3319 -1.2911 0.98
F -3.5027 -0.2579 -0.3570 3.6622 -2.6281 0.4014 -0.36
F -2.0981 -2.0163 0.7318 -1.2138 3.9913 -3.8394 -0.29
F -2.2249 -1.8062 -1.6443 -0.5955 2.0370 3.8999 -0.36
H 2.9365 1.2390 -1.0561 -1.9358 -0.3175 1.4174 0.19
H 1.2269 1.8830 -0.5941 1.4608 -1.3407 0.6401 0.18
H 2.4910 1.2260 0.7745 -1.5470 -0.5406 -2.1518 0.25
H 1.6429 -0.8112 -1.7205 -0.9595 1.0226 2.1834 0.16
H 2.3344 -1.1552 -0.0083 -2.4021 0.7494 -0.3339 0.34
H -2.0487 0.9826 1.3490 1.6339 0.6186 -2.1484 0.28
H -0.3343 1.7179 1.0583 -1.5976 -1.1614 -1.2819 0.31
C 1.3935 -2.0532 2.4090 -0.1952 -2.6138 0.3873 0.91
O 1.3048 -0.8679 2.6896 -0.2909 5.2802 0.9514 -0.93
O 0.9851 -2.9845 3.1122 -2.5995 -2.4900 4.6616 -0.94
O 1.9057 -2.5051 1.3783 3.3896 0.0997 -6.0705 -0.93
```
Positions in Å, forces in eV/Å.

E_HOMO = 2.31 eV
F_max = 12.53 eV/Å
Kohn-Sham gap = 2.926 eV
net charge = -2
energy = -27722.339 eV

=====

[2]
Here is a molecular structure, C42H64BIrN9O2 from OMol25. Energies are from wB97M-V/def2-TZVPD.

```
119
Properties=species:S:1:pos:R:3:forces:R:3:lowdin_spin:R:1
Ir -0.4014 -0.3624 0.1733 -0.2397 0.1304 0.1114 0.00
C -3.4978 4.0868 0.8172 0.0112 -0.0042 -0.0030 0.00
C -3.0183 2.8393 0.1600 -0.0282 -0.0397 -0.0318 0.00
C -3.4103 2.2511 -1.0342 0.0161 -0.0291 0.0193 0.00
C -2.5896 1.1319 -1.2004 -0.0326 0.0144 0.0024 0.00
N -1.7964 1.0443 -0.1316 -0.0952 0.1328 -0.1344 0.00
N -2.0432 2.0771 0.6854 -0.0074 0.0444 0.0141 0.00
B -0.8805 2.3239 1.6558 -0.0062 0.0296 0.0240 0.00
N -0.7775 1.1327 2.6135 -0.0041 -0.0893 -0.1415 0.00
N -0.1885 -0.0391 2.2092 -0.0039 -0.0922 0.2307 0.00
C 0.1494 -0.7145 3.3474 -0.0767 0.0567 -0.0952 0.00
C -0.2876 0.0297 4.4387 0.0343 -0.0275 0.0155 0.00
C -0.8491 1.1862 3.9463 0.0092 0.0695 -0.0138 0.00
C -1.4033 2.3497 4.6931 -0.0018 0.0054 0.0160 0.00
C 1.0144 -1.9512 3.5046 -0.0062 0.0293 0.0359 0.00
C 0.2958 -3.2281 3.0684 0.0957 -0.0259 0.0242 0.00
C 1.3707 -2.1419 4.9866 -0.0355 0.0387 0.0272 0.00
C 2.3347 -1.6916 2.7711 -0.0440 -0.0950 0.0523 0.00
N 0.4029 2.3943 0.7983 0.0780 -0.0643 0.0599 0.00
N 0.8453 1.3929 -0.0490 0.1363 0.0478 -0.0606 0.00
C 1.8552 1.9315 -0.7704 -0.0640 -0.0412 -0.0434 0.00
C 2.0753 3.2391 -0.3446 0.0379 0.0301 -0.0163 0.00
C 1.1483 3.4962 0.6360 -0.1073 0.0447 0.0110 0.00
C 0.9600 4.7505 1.4193 0.0213 0.0060 0.0055 0.00
C 2.5666 1.3439 -1.9728 -0.0385 -0.0120 -0.0152 0.00
C 1.7080 1.6122 -3.2170 -0.0179 -0.0230 0.0116 0.00
C 2.8080 -0.1432 -1.8167 -0.0037 -0.1003 0.0404 0.00
C 3.9300 2.0220 -2.1546 -0.0138 0.0138 -0.0065 0.00
C -2.4511 0.1970 -2.3695 -0.0195 -0.0109 0.0112 0.00
C -3.6980 -0.6888 -2.5035 0.0119 0.0073 0.0130 0.00
C -2.2784 1.0475 -3.6358 0.0019 -0.0110 -0.0132 0.00
C -1.2226 -0.7160 -2.1901 0.0701 0.0186 -0.0198 0.00
H -4.3658 4.4736 0.2892 0.0000 0.0000 0.0012 0.00
H -2.7235 4.8545 0.8072 0.0004 0.0009 -0.0007 0.00
H -3.7758 3.9050 1.8548 -0.0023 0.0027 0.0012 0.00
H -4.1740 2.6076 -1.7040 0.0022 0.0076 -0.0009 0.00
H -1.0494 3.3307 2.2602 0.0315 0.0010 -0.0036 0.00
H -0.1603 -0.2147 5.4767 -0.0205 -0.0055 -0.0016 0.00
H -1.4547 2.1081 5.7521 -0.0057 -0.0049 -0.0010 0.00
H -2.4038 2.6082 4.3480 0.0021 0.0022 -0.0043 0.00
H -0.7705 3.2293 4.5742 0.0022 -0.0023 0.0060 0.00
H -0.6025 -3.3809 3.6692 0.0022 0.0060 0.0125 0.00
H 0.9496 -4.0901 3.2160 -0.0037 0.0081 0.0041 0.00
H 0.0095 -3.2015 2.0298 -0.0579 -0.0280 -0.1010 0.00
H 0.4899 -2.3626 5.5905 0.0028 0.0087 0.0093 0.00
H 1.8732 -1.2677 5.4009 0.0118 -0.0155 -0.0044 0.00
H 2.0493 -2.9903 5.0750 -0.0009 -0.0097 -0.0081 0.00
H 2.1955 -1.5394 1.7098 -0.0443 0.0827 -0.0430 0.00
H 3.0232 -2.5229 2.9296 0.0041 -0.0172 -0.0622 0.00
H 2.7944 -0.7870 3.1652 0.0713 0.0074 0.0852 0.00
H 2.8102 3.9293 -0.7164 0.0091 -0.0066 0.0148 0.00
H 1.7139 5.4749 1.1201 0.0020 -0.0004 -0.0005 0.00
H 1.0661 4.5656 2.4883 -0.0049 0.0013 0.0021 0.00
H -0.0217 5.1912 1.2487 0.0029 0.0016 -0.0022 0.00
H 0.7280 1.1370 -3.1320 0.0361 0.0135 -0.0159 0.00
H 2.2013 1.2146 -4.1055 0.0029 0.0008 0.0004 0.00
H 1.5514 2.6813 -3.3627 -0.0024 0.0065 0.0032 0.00
H 1.8739 -0.7037 -1.8265 -0.0232 -0.0199 0.0355 0.00
H 3.3353 -0.3166 -0.8771 0.0355 -0.1040 -0.0140 0.00
H 3.4243 -0.5221 -2.6332 -0.0017 0.0213 -0.0047 0.00
H 3.8353 3.0846 -2.3714 0.0003 0.0012 -0.0080 0.00
H 4.4452 1.5657 -3.0003 0.0027 -0.0066 0.0064 0.00
H 4.5547 1.9003 -1.2681 0.0001 0.0105 -0.0035 0.00
H -4.5858 -0.0782 -2.6658 -0.0032 0.0017 0.0027 0.00
H -3.8545 -1.2864 -1.6019 -0.0102 -0.0017 -0.0081 0.00
H -3.5933 -1.3643 -3.3543 0.0026 0.0039 -0.0024 0.00
H -3.1449 1.6883 -3.7934 -0.0087 -0.0062 -0.0010 0.00
H -2.1748 0.4015 -4.5089 0.0018 0.0038 -0.0042 0.00
H -1.3973 1.6867 -3.5655 -0.0117 0.0033 -0.0066 0.00
H -1.4734 -1.6934 -1.7989 -0.0365 -0.0017 -0.0929 0.00
H -0.3307 -0.1934 -1.6861 -0.0164 -0.0106 0.0600 0.00
H -0.7106 -0.8843 -3.1419 -0.0185 -0.0422 0.0021 0.00
C -5.5290 -4.5264 2.5673 -0.0080 0.0007 0.0071 0.00
C -5.2262 -4.3851 1.0673 -0.0091 0.0174 -0.0211 0.00
C -6.4363 -3.7677 0.3474 0.0197 -0.0039 -0.0018 0.00
C -4.9537 -5.7697 0.4817 0.0065 0.0041 -0.0004 0.00
C -4.0392 -3.4509 0.9017 0.0139 0.0316 0.0242 0.00
C -4.1129 -2.1280 1.3500 0.0109 -0.0405 -0.0053 0.00
C -3.0501 -1.2740 1.1784 -0.0214 -0.0418 0.0254 0.00
N -1.9113 -1.6760 0.5932 0.0524 0.0154 -0.0159 0.00
C -1.7833 -2.9536 0.2111 0.1434 0.0310 0.0329 0.00
C -2.8311 -3.8501 0.3376 0.0029 0.0147 0.0144 0.00
C -0.4169 -3.3046 -0.2384 -0.1604 -0.0079 0.0564 0.00
C -0.1064 -4.5691 -0.6832 -0.0258 -0.0080 0.0001 0.00
C 1.2114 -4.9451 -0.9505 0.0755 0.0774 0.0001 0.00
C 2.1662 -3.9641 -0.7246 -0.0448 -0.0489 -0.0027 0.00
C 1.7863 -2.7051 -0.2980 -0.0599 0.0636 -0.0092 0.00
N 0.5228 -2.3336 -0.0667 0.3211 -0.1410 -0.1063 0.00
C 1.5339 -6.3501 -1.4246 -0.0017 -0.0158 -0.0080 0.00
C 0.7625 -6.6241 -2.7249 -0.0049 0.0021 -0.0049 0.00
C 3.0283 -6.5335 -1.6841 0.0045 0.0049 0.0050 0.00
C 1.0871 -7.3405 -0.3368 0.0002 -0.0006 -0.0049 0.00
H -6.3835 -5.1895 2.7022 0.0003 -0.0018 -0.0002 0.00
H -5.7782 -3.5694 3.0271 0.0007 0.0005 -0.0042 0.00
H -4.6803 -4.9551 3.1029 0.0018 0.0009 0.0001 0.00
H -7.2960 -4.4292 0.4521 -0.0011 0.0012 0.0050 0.00
H -6.2379 -3.6381 -0.7182 -0.0016 -0.0029 -0.0025 0.00
H -6.7114 -2.7997 0.7668 -0.0078 0.0036 -0.0011 0.00
H -5.8439 -6.3871 0.5952 0.0051 -0.0043 0.0096 0.00
H -4.1380 -6.2780 1.0006 -0.0011 -0.0054 -0.0062 0.00
H -4.7246 -5.7249 -0.5854 -0.0040 0.0027 -0.0004 0.00
H -5.0035 -1.7523 1.8332 -0.0009 0.0008 -0.0032 0.00
H -3.0905 -0.2461 1.5094 0.0088 0.0156 -0.0148 0.00
H -2.7017 -4.8705 0.0160 0.0151 -0.0197 0.0025 0.00
H -0.8989 -5.2913 -0.8070 -0.0240 0.0007 -0.0062 0.00
H 3.2183 -4.1514 -0.8794 -0.0003 -0.0017 0.0113 0.00
H 2.5447 -1.9669 -0.1315 0.0449 0.1363 -0.0221 0.00
H 1.0524 -5.9255 -3.5114 0.0014 0.0019 0.0013 0.00
H -0.3177 -6.5584 -2.5862 0.0001 0.0033 0.0046 0.00
H 0.9867 -7.6328 -3.0715 0.0009 -0.0018 0.0004 0.00
H 3.3934 -5.8544 -2.4569 0.0002 -0.0006 0.0015 0.00
H 3.2090 -7.5504 -2.0306 0.0002 0.0006 -0.0025 0.00
H 3.6208 -6.3892 -0.7788 -0.0011 0.0035 0.0015 0.00
H 0.0137 -7.2838 -0.1477 0.0052 -0.0075 -0.0009 0.00
H 1.6123 -7.1585 0.6022 0.0005 -0.0006 0.0016 0.00
H 1.3125 -8.3570 -0.6590 -0.0025 -0.0014 0.0016 0.00
O 4.6203 1.2379 2.0067 -0.0139 0.0123 0.0130 0.28
N 3.8160 1.8202 2.6504 0.0357 -0.0266 -0.1052 0.43
O 2.6314 1.9020 2.6006 -0.0093 -0.0317 0.1479 0.27
```
Positions in Å, forces in eV/Å.

E_HOMO (spin up / spin down) = -13.87 / -13.87 eV
F_max = 0.37 eV/Å
2S+1 = 2
⟨S²⟩ = 0.75
Kohn-Sham gap (spin up / spin down) = 8.055 / 8.054 eV
net charge = +2
ΔE to the lowest compared entry with this formula, charge and spin = 0.0 kcal per mole
energy = -65603.416 eV

=====

[3]
Here is 5 unconnected molecules or ions with the total composition C18H32O15 from OMol25. Energies are from wB97M-V/def2-TZVPD.

```
65
Properties=species:S:1:pos:R:3:forces:R:3:nbo_charge:R:1
C 15.1596 7.6972 3.5237 -0.5650 0.7516 0.3667 -0.64
C 13.8424 6.9503 3.6496 0.6596 0.9205 -0.2096 -0.06
O 14.0492 5.6841 4.1975 -0.1591 -2.4092 -0.7460 -0.49
C 14.0615 5.4035 5.4679 1.4299 -0.3339 2.6709 1.00
O 14.0651 6.2219 6.3910 -0.3952 -1.5433 -1.3448 -0.67
O 14.2636 4.0273 5.5922 -0.3916 1.6872 -0.2250 -0.53
C 14.3428 3.3271 6.8746 0.1761 0.7251 -0.6273 -0.25
H 14.9450 8.5435 2.8712 0.1651 0.2830 0.1078 0.21
H 15.9369 7.1257 3.0164 -0.1167 -0.2634 0.2495 0.21
H 15.4735 8.0706 4.4985 0.3578 -0.0480 -0.1363 0.23
H 13.5328 6.8169 2.6131 -0.6640 -0.4290 0.3044 0.19
H 13.0891 7.4393 4.2672 0.0875 0.4416 -0.2960 0.20
H 13.7510 2.4276 6.7055 -0.1172 0.2364 0.4392 0.20
H 14.0362 3.9609 7.7066 -0.4086 -0.1285 -0.1712 0.20
H 15.3716 3.0272 7.0739 0.0572 0.0619 -0.2660 0.20
C 16.1780 10.5244 9.0746 0.7261 -0.5390 0.0759 -0.64
C 17.5395 10.3651 8.3295 0.4147 1.4646 1.1047 -0.07
O 17.4053 9.7450 7.0727 0.1695 -0.3256 -0.8938 -0.52
C 18.4827 9.7403 6.2354 1.1444 0.7730 1.1562 0.99
O 19.5731 10.2803 6.3893 -2.0354 -0.8377 0.1009 -0.63
O 18.1170 9.0067 5.2140 -0.3882 -1.2606 -1.2995 -0.51
C 19.1566 8.4756 4.3560 0.6959 0.8190 0.6744 -0.26
H 15.9569 9.5817 9.5751 -0.4691 -0.3040 -0.5939 0.21
H 15.3514 10.9085 8.4767 0.1651 -0.3829 -0.3054 0.22
H 16.1919 11.1620 9.9585 0.7864 0.4747 -0.2196 0.23
H 18.2652 9.8181 8.9314 -0.2362 -0.4401 0.2117 0.18
H 18.0758 11.2999 8.1665 -0.4018 0.4153 0.0368 0.19
H 18.7658 7.7517 3.6410 -0.4422 0.3323 0.2759 0.20
H 19.9063 7.9977 4.9866 -0.0531 -0.1075 -0.0135 0.20
H 19.6471 9.3171 3.8668 -0.0608 -0.1530 -0.2453 0.20
C 20.3020 8.8903 13.1927 -0.7361 0.7354 -0.2723 -0.63
C 19.4740 8.2017 12.0960 2.0995 -0.7369 0.4750 -0.08
O 18.1547 8.7344 11.9931 -1.4849 -0.4123 0.0586 -0.51
C 17.0652 7.9271 12.2325 2.5708 -2.1541 0.4013 1.00
O 17.2184 6.7457 12.5707 -1.4394 2.4008 -0.5809 -0.66
O 15.9611 8.6208 12.0033 2.9056 1.3130 0.4789 -0.49
C 14.6983 8.1289 12.1400 -2.1931 -1.4248 -0.4883 -0.25
H 20.2846 9.9547 12.9581 0.1199 0.1688 0.2770 0.21
H 21.3487 8.5873 13.2181 -0.1132 -0.2764 -0.3322 0.22
H 19.9053 8.7561 14.1990 -0.1921 -0.0974 -0.0674 0.21
H 19.6120 7.1297 12.2366 -1.2365 -0.1617 0.1689 0.20
H 20.0177 8.3195 11.1587 -0.5249 0.5609 -0.3033 0.20
H 14.0081 8.9424 12.3635 0.2701 0.1048 -0.0372 0.20
H 14.5438 7.3455 12.8819 0.4956 0.0166 0.1330 0.20
H 14.4495 7.7164 11.1622 -0.5298 -0.1666 0.0339 0.19
O 19.9857 6.5432 9.1836 -3.6540 0.5070 -0.8736 -0.61
C 18.8237 6.4473 8.7515 5.3209 -1.0079 -0.3795 0.96
O 18.5329 6.6595 7.4193 2.8206 1.4083 0.7504 -0.49
C 17.2158 6.4869 7.2312 -4.2139 -1.4973 -0.1539 -0.10
C 16.8604 5.5932 8.3921 -2.8625 -1.5679 0.5659 -0.11
O 17.8403 5.8284 9.3474 0.3910 1.0032 1.2886 -0.46
H 16.5529 7.3513 7.2669 0.6754 0.6626 0.0348 0.20
H 16.8904 5.9626 6.3327 0.8338 0.0627 -0.4265 0.20
H 16.7986 4.5104 8.2836 0.6245 -0.1611 -0.8367 0.20
H 15.8748 5.7616 8.8260 -0.0226 0.7048 0.0088 0.20
O 16.1756 1.8882 9.8031 2.0602 1.5954 2.6627 -0.61
C 16.9603 2.3461 10.6497 -2.3247 -3.4907 -0.5820 0.98
O 17.9526 3.1289 10.4085 1.6813 2.4865 -0.1105 -0.47
C 18.5594 3.6134 11.6311 0.2917 -0.7718 1.5386 -0.11
C 17.9290 2.6860 12.7406 0.6745 1.2896 -1.7394 -0.09
O 17.0263 1.9159 11.9711 -1.3705 -0.1713 -0.6766 -0.50
H 19.6467 3.5369 11.6331 -0.1332 -0.1873 -0.7065 0.20
H 18.3126 4.6253 11.9524 -0.3003 0.2108 -1.1688 0.22
H 17.4286 3.4132 13.3800 -0.2765 -0.8099 0.5591 0.19
H 18.6726 2.0552 13.2275 -0.3583 -0.0164 0.1182 0.19
```
Positions in Å, forces in eV/Å.

E_HOMO = -10.76 eV
F_max = 5.43 eV/Å
SMILES = CCOC(=O)OC.CCOC(=O)OC.CCOC(=O)OC.O=C1OCCO1.O=C1OCCO1
Kohn-Sham gap = 11.300 eV
energy = -49895.839 eV